No. 1
The following is a DFT calculation (ωB97M-V with the def2-TZVPD basis set) of a 2-piece molecular cluster, C6H9NO overall at a distorted geometry.

Summary:
Energy relative to the best compared isomer or geometry (same formula, charge and spin) (eV): 3.639
HOMO (eV): -9.27
Max |F| (hartree/bohr): 0.072
Gap between HOMO and LUMO (eV): 10.0803
Molar mass (g mol⁻¹): 111.144

Element x y z (Å)
C 0.171 -0.610 1.349
H 0.916 -0.504 2.128
C -1.657 1.020 0.262
C 1.421 1.734 -0.592
C -0.900 -0.154 0.783
H -1.668 -1.760 1.899
H 2.380 -0.855 -2.135
H -1.632 0.917 -0.782
O 1.222 2.851 -0.275
N 1.814 0.652 -0.935
H -2.621 0.952 0.648
C 1.504 -0.584 -1.557
H -1.169 1.991 0.668
H -0.704 -2.347 0.239
C -0.992 -1.591 1.050
H 1.362 -1.230 -0.718
H 0.553 -0.483 -2.033

Per-atom Mulliken charges, elementary charge units: number 1, C, carries -0.682; number 2, H, carries 0.302; number 3, C, carries -1.131; number 4, C, carries 0.640; number 5, C, carries 0.616; number 6, H, carries 0.248; number 7, H, carries 0.293; number 8, H, carries 0.272; number 9, O, carries -0.503; number 10, N, carries -0.314; number 11, H, carries 0.441; number 12, C, carries -0.604; number 13, H, carries 0.215; number 14, H, carries 0.157; number 15, C, carries -0.468; number 16, H, carries 0.213; number 17, H, carries 0.304

---

No. 2
The following is a DFT calculation (ωB97M-V with the def2-TZVPD basis set) of an isolated ion of composition C18H24N5O4 and charge +1 at a distorted geometry.

Summary:
Energy relative to the best compared isomer or geometry (same formula, charge and spin) (eV): 0.000
HOMO (eV): -10.96
Max |F| (hartree/bohr): 0.039
Gap between HOMO and LUMO (eV): 8.4966
Charge: +1
Molar mass (g mol⁻¹): 374.421

Element x y z (Å)
H 0.605 1.236 -4.174
H -4.051 -1.141 -3.091
H 1.581 3.611 2.220
C -4.249 -2.826 1.742
H 4.856 2.395 2.629
H -5.165 -2.353 1.415
C -0.051 -0.324 -1.546
H 4.664 1.723 -3.686
H -0.461 2.226 2.488
H -4.230 -3.798 1.164
C -3.012 -2.024 1.408
H 0.173 1.819 -1.155
H 0.586 -1.119 -1.985
C 3.093 0.630 2.656
N 3.681 1.646 -3.502
C 0.505 1.717 2.433
H -1.927 -3.346 2.507
N -1.870 -2.500 1.939
H 0.101 -2.604 2.491
N 1.516 1.404 -3.759
C 0.662 0.360 2.674
C 3.127 1.437 -2.261
O -0.909 0.196 -3.696
O 4.049 2.787 2.251
C 1.790 1.215 -2.441
H 4.078 0.199 2.772
H -2.500 -0.476 -1.031
H -1.409 0.025 2.485
C 0.082 -1.690 0.562
O -3.075 -1.031 0.706
C 2.965 2.000 2.403
C -3.699 -0.125 -2.819
C -0.526 -1.883 1.977
C -1.197 -0.073 -2.520
O 1.056 -2.362 0.227
H 3.641 1.400 -1.315
H 2.753 1.800 -5.477
H 2.044 -1.230 2.994
C 1.953 -0.168 2.797
H 1.374 0.820 -0.411
H -3.448 0.436 -3.754
C 2.654 1.687 -4.397
H -4.314 -3.051 2.838
H -4.528 0.414 -2.334
N -2.453 -0.203 -2.018
N -0.500 -0.762 -0.228
C 0.808 0.947 -1.342
C -0.545 -0.566 2.774
H -0.651 -0.766 3.822
H -1.276 -0.253 0.209
C 1.651 2.542 2.358

Per-atom Mulliken charges, elementary charge units: number 1, H, carries 0.278; number 2, H, carries 0.315; number 3, H, carries 0.430; number 4, C, carries -1.389; number 5, H, carries 0.320; number 6, H, carries 0.380; number 7, C, carries 0.106; number 8, H, carries 0.225; number 9, H, carries 0.387; number 10, H, carries 0.322; number 11, C, carries 0.687; number 12, H, carries 0.468; number 13, H, carries 0.497; number 14, C, carries -0.538; number 15, N, carries -0.045; number 16, C, carries -0.498; number 17, H, carries 0.333; number 18, N, carries -0.120; number 19, H, carries 0.595; number 20, N, carries 0.114; number 21, C, carries 0.674; number 22, C, carries -0.659; number 23, O, carries -0.841; number 24, O, carries -0.568; number 25, C, carries -0.199; number 26, H, carries 0.361; number 27, H, carries 0.081; number 28, H, carries 0.491; number 29, C, carries -0.087; number 30, O, carries -0.784; number 31, C, carries 0.568; number 32, C, carries -0.944; number 33, C, carries -0.006; number 34, C, carries 0.428; number 35, O, carries -0.720; number 36, H, carries 0.552; number 37, H, carries 0.416; number 38, H, carries 0.386; number 39, C, carries -0.527; number 40, H, carries -0.422; number 41, H, carries 0.342; number 42, C, carries -0.366; number 43, H, carries 0.363; number 44, H, carries 0.316; number 45, N, carries 0.109; number 46, N, carries -0.208; number 47, C, carries 0.397; number 48, C, carries -1.688; number 49, H, carries 0.564; number 50, H, carries 0.731; number 51, C, carries -0.627

---

No. 3
The following is a DFT calculation (ωB97M-V with the def2-TZVPD basis set) of C47H66N3P2PdSSi as an isolated structure.

Summary:
Energy relative to the best compared isomer or geometry (same formula, charge and spin) (eV): 1.469
HOMO (eV): -2.02
Max |F| (hartree/bohr): 0.011
Gap between HOMO and LUMO (eV): 4.3982
Charge: -1
Molar mass (g mol⁻¹): 901.587

Element x y z (Å)
H 0.468 -0.145 -3.616
H 6.402 0.654 0.245
H -6.560 0.308 2.734
C -3.109 3.598 -1.132
H 2.967 4.544 0.060
H 3.191 2.127 -0.464
C -3.013 2.612 -0.159
H -0.787 -1.250 -4.145
H 2.125 -7.267 2.550
C -1.786 2.150 0.325
H -4.730 -4.542 -0.643
H -0.208 4.375 1.722
H 0.476 -2.983 1.379
C -3.349 -0.071 1.614
C 2.600 -1.309 1.796
C 2.326 2.682 -0.865
H -1.243 -4.066 -1.963
H 0.171 4.175 -1.604
H -4.421 1.489 2.620
C 2.764 2.693 2.330
C 2.933 -1.212 -0.470
C 4.162 -0.613 -0.316
C -5.795 -1.465 1.790
C -1.987 -1.037 -1.349
H -1.075 -6.529 -1.768
H 1.407 4.945 1.354
H -1.432 1.223 -4.385
C 2.463 4.616 3.927
C 4.010 4.297 -1.808
H 0.711 2.239 2.574
H 0.070 -0.564 -1.288
C 0.600 -4.389 2.877
C -0.582 -1.117 -1.983
H 2.988 4.336 -3.700
C -4.692 -2.045 1.184
H -4.787 -3.057 0.824
C -5.702 -0.171 2.276
C -1.783 1.867 3.324
H -0.228 -2.152 -2.008
C -2.708 -3.784 -0.384
C 2.761 4.150 -0.936
N 1.080 -5.644 3.170
C -4.488 0.493 2.196
C 2.106 2.115 -2.273
H 4.832 3.738 -1.343
H -1.646 2.934 3.123
C -3.767 -4.741 -2.527
H 1.967 -1.631 2.618
H 1.835 1.058 -2.193
H 3.984 3.078 4.080
Si -1.627 0.802 1.718
H -3.649 0.877 -3.030
H -4.082 3.921 -1.485
C 1.587 -4.554 0.686
H 3.143 1.905 -4.160
H -2.874 -4.265 0.589
C 2.087 -5.787 0.977
H -1.025 1.562 4.049
H 2.677 -6.350 0.272
N 2.149 -1.570 0.556
H -3.926 2.171 0.226
H 3.423 3.281 1.679
H 0.692 5.808 3.559
C 3.340 2.287 -3.154
C -3.074 -1.124 -2.415
H -2.973 -2.055 -2.980
H -3.105 -4.176 -3.187
C 1.771 -6.278 2.265
H 2.568 4.940 4.967
C -0.719 3.725 -1.190
H -4.065 -1.134 -1.956
H 4.125 -0.494 3.056
C -3.165 -6.115 -2.240
H -1.362 1.334 -2.637
C 1.309 2.842 1.881
H -4.480 -3.018 -1.446
H 4.746 -0.347 -1.189
Pd 0.189 -0.443 1.002
H 1.968 4.774 -1.355
P -2.034 -2.102 0.184
H 1.731 -4.028 -0.247
H -6.721 -2.023 1.875
H -4.712 -4.851 -3.066
H -2.006 4.952 -2.389
N 0.854 -3.912 1.602
C 0.839 4.290 2.022
C 2.938 3.174 3.769
H 0.368 4.171 4.114
C -0.541 -0.497 -3.386
H 2.525 -1.401 -1.459
H -2.907 -6.613 -3.178
H 4.161 1.688 -2.740
C -0.615 2.708 -0.239
C -1.549 0.644 -3.465
H 5.867 1.198 1.839
C 1.017 4.768 3.463
C 5.965 0.326 1.188
C -4.002 -3.970 -1.230
H -2.753 1.752 3.812
C -1.926 -6.007 -1.322
H 3.105 5.272 3.325
H 3.072 1.650 2.235
C -2.975 0.086 -3.370
H -2.122 -6.503 -0.366
C 4.633 -0.332 0.971
H 6.668 -0.361 1.665
H -0.687 -4.527 -0.374
H -2.079 -0.039 -0.912
C 3.826 -0.696 2.034
P 0.994 1.972 0.267
H 4.324 5.344 -1.850
C -1.550 -4.556 -1.035
H -3.928 -6.736 -1.762
C 3.775 3.749 -3.212
C -3.482 -1.359 1.053
C -1.953 4.169 -1.641
S -0.248 -3.420 3.900
H 4.676 3.859 -3.823
H -3.317 -0.215 -4.366
H 2.348 2.528 4.429
H 1.252 2.612 -2.747

These are the Mulliken partial charges, in e, on atoms 1 to 99: number 1, H, carries 0.628; number 2, H, carries 0.340; number 3, H, carries 0.367; number 4, C, carries -0.846; number 5, H, carries 0.160; number 6, H, carries 0.072; number 7, C, carries 0.149; number 8, H, carries 0.432; number 9, H, carries 0.391; number 10, C, carries -0.052; number 11, H, carries 0.555; number 12, H, carries 0.200; number 13, H, carries -0.724; number 14, C, carries 0.440; number 15, C, carries 0.736; number 16, C, carries 0.445; number 17, H, carries 0.259; number 18, H, carries 0.138; number 19, H, carries 0.351; number 20, C, carries 0.690; number 21, C, carries -0.860; number 22, C, carries -0.929; number 23, C, carries -0.798; number 24, C, carries 1.549; number 25, H, carries 0.432; number 26, H, carries 0.200; number 27, H, carries 0.651; number 28, C, carries -0.783; number 29, C, carries -1.085; number 30, H, carries 0.159; number 31, H, carries -1.517; number 32, C, carries 0.375; number 33, C, carries 1.501; number 34, H, carries 0.333; number 35, C, carries -1.065; number 36, H, carries 0.266; number 37, C, carries -1.172; number 38, C, carries -1.339; number 39, H, carries 0.048; number 40, C, carries 0.151; number 41, C, carries -0.530; number 42, N, carries -0.620; number 43, C, carries -0.459; number 44, C, carries 0.281; number 45, H, carries 0.317; number 46, H, carries 0.273; number 47, C, carries -1.027; number 48, H, carries 0.422; number 49, H, carries -0.712; number 50, H, carries 0.391; number 51, Si, carries -0.282; number 52, H, carries 0.440; number 53, H, carries 0.377; number 54, C, carries 0.259; number 55, H, carries 0.449; number 56, H, carries 1.095; number 57, C, carries -0.935; number 58, H, carries 0.276; number 59, H, carries 0.425; number 60, N, carries 0.003; number 61, H, carries 0.345; number 62, H, carries 0.339; number 63, H, carries 0.439; number 64, C, carries -0.948; number 65, C, carries -0.604; number 66, H, carries -0.119; number 67, H, carries 0.200; number 68, C, carries -0.093; number 69, H, carries 0.437; number 70, C, carries -0.792; number 71, H, carries 0.276; number 72, H, carries 0.313; number 73, C, carries -0.801; number 74, H, carries -0.700; number 75, C, carries 1.112; number 76, H, carries 0.363; number 77, H, carries 0.379; number 78, Pd, carries 0.435; number 79, H, carries 0.265; number 80, P, carries 1.658; number 81, H, carries 0.386; number 82, H, carries 0.416; number 83, H, carries 0.422; number 84, H, carries 0.337; number 85, N, carries 0.627; number 86, C, carries -0.587; number 87, C, carries -0.827; number 88, H, carries 0.266; number 89, C, carries -1.592; number 90, H, carries 0.317; number 91, H, carries 0.411; number 92, H, carries 0.126; number 93, C, carries 0.909; number 94, C, carries 0.540; number 95, H, carries 0.286; number 96, C, carries -0.881; number 97, C, carries -1.687; number 98, C, carries -1.155; number 99, H, carries 0.524